Entry 1:
DFT (ωB97M-V/def2-TZVPD) results for the molecule C5H9NO at a distorted geometry.

Structure (ORCA input):
```
! wB97M-V def2-TZVPD RIJCOSX def2/J DEFGRID3
* xyz 0 1
C 2.371 0.701 -0.261
N 1.789 0.748 0.884
C 0.321 0.853 0.807
C -0.371 -0.476 0.574
C 0.219 -1.678 0.615
O -1.748 -0.425 0.411
C -2.111 0.030 -0.890
H 1.832 0.711 -1.224
H 3.468 0.626 -0.312
H -0.036 1.268 1.757
H 0.039 1.578 0.034
H 1.281 -1.788 0.806
H -0.362 -2.584 0.483
H -1.556 -0.500 -1.672
H -1.958 1.110 -0.980
H -3.177 -0.173 -1.032
*
```

Calculated values
Energy relative to the best compared isomer or geometry (same formula, charge and spin)   65.15 kcal/mol
Lowest unoccupied orbital energy   0.92 eV
Gap between HOMO and LUMO   10.3 eV
Total energy   -325.83373 Ha
SMILES   C=NCC(=C)OC

Löwdin population analysis, charges in e, atoms 1 to 8:
1. C -0.055
2. N -0.024
3. C -0.192
4. C -0.379
5. C 0.090
6. O -0.131
7. C -0.087
8. H 0.084

***

Entry 2:
DFT (ωB97M-V/def2-TZVPD) results for the molecule C5H9NO.

Structure (ORCA input):
```
! wB97M-V def2-TZVPD RIJCOSX def2/J DEFGRID3
* xyz 0 1
C 1.774 -0.734 -0.523
C 0.374 -1.313 -0.515
N -0.637 -1.407 0.540
C -0.797 -0.406 -0.505
C -0.572 1.030 -0.112
C -1.295 1.631 1.011
O 0.066 1.236 1.143
H 1.981 -0.622 -1.595
H 2.532 -1.404 -0.104
H 1.888 0.253 -0.064
H 0.325 -2.187 -1.161
H -0.358 -0.944 1.403
H -1.599 -0.555 -1.227
H -0.211 1.692 -0.901
H -1.466 2.706 1.038
H -2.006 1.023 1.572
*
```

Calculated values
Energy relative to the best compared isomer or geometry (same formula, charge and spin)   70.68 kcal/mol
Lowest unoccupied orbital energy   1.12 eV
Gap between HOMO and LUMO   10.4 eV
Total energy   -325.82493 Ha
SMILES   C[C@H]1N[C@H]1[C@H]1CO1

Löwdin population analysis, charges in e, atoms 1 to 8:
1. C -0.048
2. C -0.314
3. N 0.073
4. C -0.248
5. C -0.265
6. C -0.099
7. O -0.065
8. H 0.083

***

Entry 3:
DFT (ωB97M-V/def2-TZVPD) results for the molecule C5H9NO.

Structure (ORCA input):
```
! wB97M-V def2-TZVPD RIJCOSX def2/J DEFGRID3
* xyz 0 1
C -0.095 1.430 -0.765
C 0.018 -0.025 -0.507
C 0.501 -0.903 -1.603
N 0.638 -0.808 1.752
C -0.500 0.037 2.012
C -0.520 -0.668 0.673
O -1.266 -1.642 0.331
H -1.096 1.610 -1.186
H 0.627 1.783 -1.506
H -0.033 2.029 0.148
H 1.455 -0.514 -1.984
H -0.199 -0.896 -2.448
H 0.590 -1.930 -1.249
H 1.460 -0.252 1.515
H -1.216 -0.371 2.724
H -0.364 1.118 2.092
*
```

Calculated values
Energy relative to the best compared isomer or geometry (same formula, charge and spin)   110.53 kcal/mol
Lowest unoccupied orbital energy (alpha / beta)   -1.07 / -1.06 eV
Gap between HOMO and LUMO (alpha / beta)   7.0 / 7.0 eV
Total energy   -325.76142 Ha

Löwdin population analysis, charges in e, atoms 1 to 8:
1. C -0.014
2. C -0.128
3. C -0.026
4. N 0.106
5. C -0.118
6. C -0.679
7. O -0.027
8. H 0.120

***

Entry 4:
DFT (ωB97M-V/def2-TZVPD) results for the molecule C5H9NO at a distorted geometry.

Structure (ORCA input):
```
! wB97M-V def2-TZVPD RIJCOSX def2/J DEFGRID3
* xyz 0 1
C 0.939 1.340 -1.247
C 1.789 0.928 -0.394
C -0.338 0.475 -1.747
C 2.058 -0.201 0.476
C -2.030 -0.477 1.185
N -1.772 0.321 0.035
O -0.871 -0.303 -0.774
H 0.963 2.287 -1.751
H -1.047 1.219 -2.115
H 0.024 -0.182 -2.540
H 1.409 -1.049 0.209
H 1.857 0.074 1.513
H 3.099 -0.517 0.390
H -1.392 -1.367 1.218
H -1.855 0.142 2.071
H -3.078 -0.785 1.195
*
```

Calculated values
Energy relative to the best compared isomer or geometry (same formula, charge and spin)   153.33 kcal/mol
Lowest unoccupied orbital energy (alpha / beta)   0.63 / 0.21 eV
Gap between HOMO and LUMO (alpha / beta)   8.5 / 8.7 eV
Total energy   -325.69321 Ha

Löwdin population analysis, charges in e, atoms 1 to 8:
1. C -0.101
2. C -0.062
3. C -0.206
4. C -0.112
5. C -0.126
6. N -0.001
7. O -0.169
8. H 0.081

***

Entry 5:
DFT (ωB97M-V/def2-TZVPD) results for a structure of composition C5H9NO.

Structure (ORCA input):
```
! wB97M-V def2-TZVPD RIJCOSX def2/J DEFGRID3
* xyz 0 1
C 2.235 -0.212 0.162
C 0.868 -0.260 0.836
C -0.212 0.340 -0.053
O -0.347 -0.371 -1.262
C -1.652 0.157 0.519
C -2.168 0.008 -0.854
N -2.620 0.276 -1.927
H 2.557 0.821 -0.016
H 3.000 -0.701 0.772
H 2.183 -0.720 -0.805
H 0.886 0.269 1.798
H 0.593 -1.302 1.040
H -0.013 1.414 -0.215
H -1.438 0.082 -2.134
H -2.138 0.974 1.058
H -1.733 -0.777 1.079
*
```

Calculated values
Energy relative to the best compared isomer or geometry (same formula, charge and spin)   98.55 kcal/mol
Lowest unoccupied orbital energy   0.86 eV
Gap between HOMO and LUMO   10.4 eV
Total energy   -325.78051 Ha

Löwdin population analysis, charges in e, atoms 1 to 8:
1. C -0.103
2. C -0.221
3. C -0.444
4. O -0.198
5. C -0.048
6. C -0.188
7. N 0.190
8. H 0.075

***

Entry 6:
DFT (ωB97M-V/def2-TZVPD) results for the molecule C5H9NO at a distorted geometry.

Structure (ORCA input):
```
! wB97M-V def2-TZVPD RIJCOSX def2/J DEFGRID3
* xyz 0 1
N -1.085 2.605 1.701
C -0.354 2.078 0.648
C -0.852 1.245 -0.387
C -0.119 0.275 -1.303
C -0.017 -1.201 -0.630
C 1.307 -2.014 -0.336
O 1.275 -3.169 0.061
H -0.796 3.423 2.248
H -1.749 1.980 2.106
H 0.669 2.267 0.550
H -1.838 0.824 -0.109
H 0.820 0.518 -1.642
H -0.443 0.258 -2.373
H -0.785 -1.858 -1.284
H -0.455 -1.308 0.367
H 2.177 -1.285 -0.215
*
```

Calculated values
Energy relative to the best compared isomer or geometry (same formula, charge and spin)   81.77 kcal/mol
Lowest unoccupied orbital energy   0.96 eV
Gap between HOMO and LUMO   9.1 eV
Total energy   -325.80725 Ha
SMILES   N/C=C/CCC=O

Löwdin population analysis, charges in e, atoms 1 to 8:
1. N 0.033
2. C -0.205
3. C -0.116
4. C -0.216
5. C -0.136
6. C -0.251
7. O 0.017
8. H 0.098

***

Entry 7:
DFT (ωB97M-V/def2-TZVPD) results for the molecule C5H9NO at a distorted geometry.

Structure (ORCA input):
```
! wB97M-V def2-TZVPD RIJCOSX def2/J DEFGRID3
* xyz 0 1
C 0.883 1.157 0.602
C 0.393 -0.120 -0.029
C 1.388 -0.909 -0.822
C -0.623 -0.878 0.677
N -0.919 -0.117 -0.662
C -2.075 0.594 -0.447
O -2.717 0.459 0.571
H 1.306 1.808 -0.166
H 1.662 0.915 1.331
H 0.077 1.693 1.116
H 2.206 -1.215 -0.163
H 0.908 -1.801 -1.235
H 1.769 -0.299 -1.641
H -0.813 -1.929 0.508
H -0.958 -0.514 1.657
H -2.487 1.155 -1.300
*
```

Calculated values
Energy relative to the best compared isomer or geometry (same formula, charge and spin)   53.69 kcal/mol
Lowest unoccupied orbital energy   0.93 eV
Gap between HOMO and LUMO   10.5 eV
Total energy   -325.85200 Ha
SMILES   CC1(C)CN1C=O

Löwdin population analysis, charges in e, atoms 1 to 8:
1. C -0.013
2. C -0.567
3. C -0.028
4. C -0.025
5. N 0.060
6. C -0.338
7. O 0.016
8. H 0.087

***

Entry 8:
DFT (ωB97M-V/def2-TZVPD) results for a cluster of 2 separate species, C5H9NO in total at a distorted geometry.

Structure (ORCA input):
```
! wB97M-V def2-TZVPD RIJCOSX def2/J DEFGRID3
* xyz 0 1
C -0.876 0.243 1.930
C -0.009 0.196 0.695
C 1.039 -0.752 0.447
C 1.661 -0.384 -0.702
N 1.128 0.804 -1.135
C 0.083 1.130 -0.293
H -1.863 0.512 1.649
H -0.868 -0.695 2.474
H -0.443 1.016 2.568
H 1.269 -1.700 0.903
H 2.562 -0.755 -1.167
H 1.080 1.123 -2.089
H -0.330 2.126 -0.216
O -1.798 -1.002 -1.929
H -1.137 -0.298 -1.927
H -1.499 -1.566 -1.209
*
```

Calculated values
Energy relative to the best compared isomer or geometry (same formula, charge and spin)   26.18 kcal/mol
Lowest unoccupied orbital energy   0.89 eV
Gap between HOMO and LUMO   9.5 eV
Total energy   -325.89583 Ha
SMILES   Cc1cc[nH]c1.O

Löwdin population analysis, charges in e, atoms 1 to 8:
1. C -0.041
2. C -0.301
3. C -0.063
4. C -0.139
5. N 0.005
6. C -0.129
7. H 0.062
8. H 0.074

***

Entry 9:
DFT (ωB97M-V/def2-TZVPD) results for the molecule C5H9NO at a distorted geometry.

Structure (ORCA input):
```
! wB97M-V def2-TZVPD RIJCOSX def2/J DEFGRID3
* xyz 0 1
C -1.324 -0.488 -0.824
C -0.733 -0.206 0.552
O -0.510 -1.407 1.274
C 0.641 0.498 0.520
C 1.642 -0.090 -0.481
C 0.462 1.940 0.295
N 0.312 3.075 0.128
H -1.369 0.417 -1.440
H -2.343 -0.879 -0.726
H -0.727 -1.244 -1.345
H -1.418 0.448 1.113
H -1.363 -1.736 1.580
H 1.044 0.382 1.533
H 2.632 0.347 -0.327
H 1.342 0.114 -1.513
H 1.712 -1.172 -0.339
*
```

Calculated values
Energy relative to the best compared isomer or geometry (same formula, charge and spin)   22.18 kcal/mol
Lowest unoccupied orbital energy   0.65 eV
Gap between HOMO and LUMO   11.5 eV
Total energy   -325.90220 Ha
SMILES   C[C@@H](O)[C@@H](C)C#N

Löwdin population analysis, charges in e, atoms 1 to 8:
1. C -0.042
2. C -0.420
3. O -0.033
4. C -0.317
5. C -0.053
6. C -0.198
7. N 0.153
8. H 0.090

***

Entry 10:
DFT (ωB97M-V/def2-TZVPD) results for the molecule C5H9NO at a distorted geometry.

Structure (ORCA input):
```
! wB97M-V def2-TZVPD RIJCOSX def2/J DEFGRID3
* xyz 0 1
O -2.812 0.090 -0.190
C -1.615 -0.100 -0.055
C -0.676 1.133 0.435
C 0.596 1.149 -0.405
C 1.300 -0.188 -0.188
C 0.391 -1.267 0.315
N -0.909 -1.176 -0.311
H -1.339 2.034 0.225
H -0.359 1.031 1.511
H 1.221 1.986 -0.115
H 0.464 1.309 -1.457
H 1.837 -0.525 -1.152
H 2.245 -0.019 0.424
H 0.301 -1.196 1.412
H 0.790 -2.195 0.074
H -1.435 -2.065 -0.521
*
```

Calculated values
Energy relative to the best compared isomer or geometry (same formula, charge and spin)   18.06 kcal/mol
Lowest unoccupied orbital energy   0.84 eV
Gap between HOMO and LUMO   10.2 eV
Total energy   -325.90877 Ha
SMILES   O=C1CCCCN1

Löwdin population analysis, charges in e, atoms 1 to 8:
1. O 0.038
2. C -0.505
3. C -0.085
4. C -0.221
5. C -0.207
6. C -0.209
7. N 0.066
8. H 0.130